[1]
This record from OMol25 describes a structure of composition C24H43CrNP2 at a distorted geometry. The level of theory is the ωB97M-V functional and the def2-TZVPD basis.

Atoms and positions in Å:
1 P -0.271 -2.017 -1.887
2 P -0.912 2.095 -1.266
3 C -1.081 -0.751 -2.905
4 C -1.154 0.776 -2.620
5 H -2.111 -1.085 -2.660
6 H -1.171 -0.903 -4.040
7 H -0.618 1.337 -3.420
8 H -2.212 0.976 -2.778
9 C -2.452 3.065 -1.542
10 H -2.533 3.900 -0.826
11 H -3.295 2.338 -1.446
12 H -2.411 3.507 -2.563
13 C 0.229 3.189 -2.172
14 H 0.074 3.001 -3.240
15 H 1.262 2.938 -1.885
16 H -0.033 4.257 -2.065
17 C -1.451 -3.433 -2.115
18 H -1.501 -4.054 -1.215
19 H -1.106 -4.133 -2.910
20 H -2.479 -3.137 -2.432
21 C 1.323 -2.837 -2.477
22 H 2.061 -2.054 -2.818
23 H 1.094 -3.612 -3.284
24 H 1.702 -3.368 -1.556
25 Cr 0.915 0.306 -4.135
26 C 1.251 1.638 -5.459
27 C -0.213 1.586 -5.330
28 C -1.144 0.892 -6.271
29 C -0.638 -0.488 -6.724
30 C 0.119 -1.212 -5.618
31 C 1.554 -1.075 -5.341
32 C 2.456 -0.360 -6.326
33 C 2.038 1.073 -6.641
34 C -0.121 -1.133 -0.243
35 H 1.797 2.297 -4.739
36 H -0.729 2.498 -5.006
37 H -1.451 1.496 -7.138
38 H -2.081 0.731 -5.735
39 H -1.505 -1.119 -7.025
40 H -0.022 -0.371 -7.646
41 H -0.284 -2.221 -5.412
42 H 1.986 -1.906 -4.826
43 H 2.601 -0.977 -7.225
44 H 3.428 -0.335 -5.830
45 H 2.915 1.741 -6.740
46 H 1.462 1.167 -7.572
47 H 0.599 -0.265 -0.435
48 H 0.322 -1.792 0.549
49 H -1.098 -0.649 -0.038
50 C -1.388 1.712 2.493
51 N -0.026 1.313 2.160
52 C 0.719 0.908 3.330
53 C 0.674 2.183 1.241
54 C 2.064 1.812 0.865
55 C 3.176 2.137 1.676
56 C 4.418 1.572 1.360
57 C 4.616 0.678 0.280
58 C 3.478 0.410 -0.590
59 C 2.331 1.111 -0.293
60 H -1.670 1.423 3.513
61 H -2.101 1.233 1.816
62 H -1.538 2.791 2.417
63 H 1.677 0.433 3.106
64 H 0.921 1.770 4.017
65 H 0.107 0.197 3.922
66 H -0.017 2.185 0.354
67 H 0.683 3.193 1.663
68 H 3.036 2.794 2.536
69 H 5.275 1.813 1.981
70 H 5.564 0.146 0.142
71 H 3.603 -0.360 -1.406

Calculated values
Net charge: 0
HOMO (alpha / beta): -5.36 / -5.34 eV
Max |F|: 0.08568 hartree/bohr
Orbital gap (alpha / beta): 5.3 / 5.1 eV
Multiplicity: 5

[2]
This record from OMol25 describes a cluster of 6 separate species, C24H43F3O13S in total at a distorted geometry. The level of theory is the ωB97M-V functional and the def2-TZVPD basis.

Atoms and positions in Å:
1 O -2.236 2.342 2.011
2 C -1.941 1.460 1.240
3 O -0.961 0.546 1.422
4 C -1.198 -0.542 0.513
5 C -2.198 -1.501 1.210
6 O -2.023 -1.444 2.623
7 C -3.164 -1.331 3.326
8 F -2.843 -1.081 4.610
9 F -3.962 -0.337 2.895
10 F -3.882 -2.477 3.298
11 C -1.760 0.287 -0.642
12 O -2.545 -0.465 -1.533
13 C -0.607 0.871 -1.474
14 C -0.094 2.263 -1.075
15 C 1.278 2.227 -0.362
16 C 1.240 2.826 1.036
17 S 2.592 2.196 2.049
18 O 2.073 1.676 3.276
19 O 3.370 1.255 1.303
20 O 3.561 3.416 2.423
21 O -2.518 1.246 0.026
22 H -0.265 -1.041 0.321
23 H -3.223 -1.342 0.900
24 H -1.939 -2.513 0.914
25 H -2.519 -1.379 -1.259
26 H 0.240 0.200 -1.474
27 H -0.939 0.928 -2.496
28 H -0.807 2.849 -0.506
29 H 0.065 2.811 -1.990
30 H 1.658 1.216 -0.334
31 H 1.997 2.794 -0.937
32 H 0.349 2.562 1.583
33 H 1.350 3.903 0.997
34 H 3.034 4.208 2.570
35 C 5.863 1.583 -1.457
36 C 5.105 1.114 -2.674
37 O 4.191 1.756 -3.136
38 C 5.537 -0.197 -3.287
39 H 5.447 2.530 -1.120
40 H 5.765 0.851 -0.655
41 H 6.916 1.729 -1.704
42 H 5.433 -1.001 -2.556
43 H 6.579 -0.130 -3.606
44 H 4.916 -0.422 -4.147
45 C -3.464 -5.221 4.239
46 C -2.871 -6.194 3.250
47 O -3.266 -6.258 2.110
48 C -1.756 -7.082 3.750
49 H -4.249 -4.655 3.757
50 H -3.887 -5.761 5.087
51 H -2.694 -4.536 4.594
52 H -2.112 -7.698 4.577
53 H -0.918 -6.473 4.092
54 H -1.420 -7.730 2.944
55 C -2.865 2.971 -5.251
56 C -1.527 3.310 -4.644
57 O -1.277 3.053 -3.488
58 C -0.515 3.979 -5.539
59 H -3.493 2.495 -4.502
60 H -3.355 3.880 -5.603
61 H -2.731 2.288 -6.091
62 H -0.910 4.929 -5.902
63 H -0.286 3.336 -6.390
64 H 0.399 4.165 -4.980
65 C 5.663 -4.252 -5.468
66 C 4.600 -3.626 -4.599
67 O 4.113 -2.555 -4.868
68 C 4.174 -4.401 -3.375
69 H 5.876 -3.596 -6.308
70 H 6.577 -4.402 -4.892
71 H 5.318 -5.215 -5.847
72 H 5.028 -4.556 -2.714
73 H 3.767 -5.370 -3.668
74 H 3.409 -3.842 -2.841
75 C -3.400 3.059 4.664
76 C -4.434 3.819 5.457
77 O -4.839 4.900 5.104
78 C -4.944 3.163 6.720
79 H -3.120 3.633 3.792
80 H -2.513 2.888 5.278
81 H -3.804 2.100 4.343
82 H -4.119 2.995 7.413
83 H -5.412 2.207 6.482
84 H -5.679 3.810 7.193

Calculated values
Net charge: 0
HOMO: -9.09 eV
Max |F|: 0.05460 hartree/bohr
Orbital gap: 9.3 eV
Structure (SMILES): O=C1O[C@@H](COC(F)(F)F)[C@](O)(CCCCS(=O)(=O)O)O1.CC(C)=O.CC(C)=O.CC(C)=O.CC(C)=O.CC(C)=O

[3]
This record from OMol25 describes a structure of composition C24H43IMoP2 at a distorted geometry. The level of theory is the ωB97M-V functional and the def2-TZVPD basis.

Atoms and positions in Å:
1 Mo 0.139 -0.919 -2.536
2 C -0.625 -2.325 -0.746
3 C 0.769 -2.449 -1.153
4 C 0.572 -0.625 0.307
5 C -0.703 -1.267 0.257
6 C 1.484 -1.301 -0.597
7 C -1.674 -3.329 -0.995
8 H -1.418 -3.995 -1.837
9 H -2.635 -2.829 -1.225
10 H -1.843 -3.986 -0.118
11 C -1.750 -1.189 1.280
12 H -2.743 -1.275 0.829
13 H -1.678 -0.264 1.856
14 H -1.664 -2.020 2.012
15 C 0.912 0.402 1.305
16 H 1.122 -0.089 2.275
17 H 0.075 1.119 1.475
18 H 1.797 1.046 1.086
19 C 2.953 -1.226 -0.485
20 H 3.367 -1.917 0.268
21 H 3.267 -0.214 -0.216
22 H 3.419 -1.479 -1.436
23 C 1.395 -3.595 -1.843
24 H 1.795 -4.356 -1.149
25 H 2.236 -3.222 -2.455
26 H 0.687 -4.107 -2.517
27 C -1.643 0.587 -5.298
28 C -1.777 -0.753 -5.007
29 C -1.021 -1.875 -5.643
30 C 0.494 -2.024 -5.203
31 C 1.102 -0.960 -4.244
32 C 0.930 0.452 -4.508
33 C 0.801 0.892 -5.953
34 C -0.689 1.129 -6.342
35 H -1.065 -1.885 -6.757
36 H 1.072 -2.110 -6.115
37 H -1.650 -2.751 -5.353
38 H -0.899 0.653 -7.321
39 H -2.425 1.310 -4.995
40 H -2.748 -1.101 -4.602
41 H -0.849 2.209 -6.514
42 H 1.362 1.817 -6.216
43 H 1.536 1.172 -3.953
44 H 1.168 0.154 -6.678
45 H 0.547 -3.056 -4.779
46 H 2.023 -1.142 -3.563
47 P -2.409 1.967 -2.164
48 P 1.517 2.103 -1.465
49 C -0.993 2.791 -2.984
50 C 0.315 3.239 -2.288
51 H -1.441 3.729 -3.357
52 H -0.829 2.138 -3.857
53 H 0.906 3.779 -3.035
54 H 0.046 3.938 -1.484
55 C 2.228 3.198 -0.186
56 H 2.826 2.635 0.537
57 H 1.405 3.675 0.346
58 H 2.884 3.937 -0.699
59 C 3.131 2.011 -2.420
60 H 3.580 3.005 -2.525
61 H 3.069 1.518 -3.393
62 H 3.773 1.344 -1.799
63 C -4.064 2.017 -2.828
64 H -4.475 0.976 -2.759
65 H -4.060 2.336 -3.889
66 H -4.705 2.708 -2.236
67 C -1.908 0.120 -2.332
68 H -1.552 -0.091 -1.292
69 H -1.103 0.288 -3.169
70 H -2.668 -0.635 -2.640
71 I -2.294 2.389 0.211

Calculated values
Net charge: +2
HOMO (alpha / beta): -12.82 / -13.00 eV
Max |F|: 0.08309 hartree/bohr
Orbital gap (alpha / beta): 6.2 / 5.8 eV
Energy above the lowest of the compared OMol25 structures with the same formula, charge and spin: 269.3 kJ/mol
Multiplicity: 3

[4]
This record from OMol25 describes a structure of composition C24H43InN2OP3 at a distorted geometry. The level of theory is the ωB97M-V functional and the def2-TZVPD basis.

Atoms and positions in Å:
1 In -0.042 0.455 0.168
2 P -1.034 2.617 1.422
3 P -2.287 -0.753 -0.293
4 P -0.618 1.793 -2.335
5 H 0.983 -1.125 -1.589
6 C 1.707 -0.802 -0.819
7 C 2.059 0.718 -0.601
8 H 1.568 1.632 -1.041
9 C -0.854 2.763 3.237
10 C -2.851 2.785 1.204
11 C -0.418 4.229 0.793
12 C -1.964 -2.295 -1.214
13 C -3.087 -1.396 1.213
14 C -3.720 -0.036 -1.175
15 C 0.553 3.131 -2.799
16 C -2.157 2.558 -2.952
17 C -0.323 0.590 -3.692
18 H 1.709 -1.406 0.077
19 H 2.506 0.943 0.391
20 H 0.145 2.393 3.517
21 H -1.611 2.134 3.736
22 H -0.960 3.803 3.597
23 H -3.363 1.967 1.735
24 H -3.109 2.729 0.135
25 H -3.216 3.748 1.605
26 H 0.673 4.286 0.945
27 H -0.888 5.083 1.318
28 H -0.627 4.319 -0.287
29 H -2.927 -2.637 -1.626
30 H -1.557 -3.058 -0.534
31 H -1.250 -2.125 -2.035
32 H -4.159 -1.504 0.984
33 H -2.961 -0.698 2.052
34 H -2.665 -2.375 1.480
35 H -3.780 -0.492 -2.175
36 H -3.650 1.056 -1.268
37 H -4.634 -0.284 -0.609
38 H 0.244 3.525 -3.781
39 H 1.580 2.752 -2.876
40 H 0.528 3.953 -2.068
41 H -1.906 3.182 -3.826
42 H -2.604 3.194 -2.175
43 H -2.873 1.781 -3.255
44 H -0.233 1.153 -4.633
45 H -1.178 -0.099 -3.764
46 H 0.596 0.006 -3.534
47 C 3.107 -0.968 -1.494
48 C 4.103 -1.802 -0.515
49 C 5.226 -1.092 -0.079
50 C 5.436 0.257 -0.443
51 C 4.617 1.013 -1.235
52 C 3.299 0.495 -1.622
53 O 3.486 -1.804 -2.573
54 H 4.158 -2.269 -1.759
55 H 3.645 -2.662 0.046
56 H 5.947 -1.582 0.545
57 H 6.364 0.749 -0.071
58 H 4.878 2.014 -1.588
59 H 3.025 0.848 -2.642
60 N -0.358 -1.717 4.081
61 C -0.039 -0.690 3.262
62 N 0.304 -1.160 2.048
63 C 0.242 -2.551 2.133
64 C 0.344 -3.504 1.090
65 C -0.066 -4.822 1.401
66 C -0.519 -5.165 2.667
67 C -0.592 -4.219 3.721
68 C -0.189 -2.895 3.389
69 H -0.686 -1.615 5.066
70 H -0.039 0.347 3.577
71 H 0.716 -3.183 0.139
72 H -0.017 -5.574 0.616
73 H -0.818 -6.197 2.872
74 H -0.917 -4.444 4.712

Calculated values
Net charge: +3
HOMO (alpha / beta): -16.33 / -16.33 eV
Max |F|: 0.09983 hartree/bohr
Orbital gap (alpha / beta): 6.5 / 6.5 eV
Energy above the lowest of the compared OMol25 structures with the same formula, charge and spin: 0.0 kJ/mol

[5]
This record from OMol25 describes a cluster of 3 separate species, C24H43N4O7 in total. The level of theory is the ωB97M-V functional and the def2-TZVPD basis.

Atoms and positions in Å:
1 C -0.874 1.192 2.060
2 C 0.402 1.811 2.612
3 N 1.644 1.371 1.922
4 C 1.881 -0.077 1.836
5 C 1.518 -0.752 0.502
6 C 2.587 -1.802 0.109
7 C 3.790 -1.341 -0.728
8 C 4.945 -0.692 0.070
9 C 5.172 0.802 -0.158
10 O 6.560 1.029 -0.220
11 C 6.923 2.393 -0.156
12 C 1.208 0.273 -0.587
13 N 1.921 1.566 -0.437
14 C 1.569 2.502 -1.492
15 C 2.376 2.619 -2.606
16 C 1.962 3.499 -3.601
17 C 0.792 4.214 -3.416
18 C 0.072 4.027 -2.247
19 N 0.445 3.173 -1.295
20 C 1.965 2.088 0.806
21 N 2.372 3.337 0.986
22 H -1.700 1.428 2.733
23 H -0.818 0.103 2.000
24 H -1.120 1.591 1.073
25 H 0.524 1.585 3.672
26 H 0.341 2.897 2.528
27 H 2.945 -0.225 2.032
28 H 1.336 -0.532 2.662
29 H 0.585 -1.305 0.635
30 H 2.989 -2.226 1.036
31 H 2.076 -2.627 -0.393
32 H 4.188 -2.236 -1.210
33 H 3.484 -0.684 -1.549
34 H 4.817 -0.886 1.138
35 H 5.881 -1.173 -0.216
36 H 4.749 1.404 0.662
37 H 4.704 1.125 -1.100
38 H 7.796 2.546 -0.791
39 H 6.117 3.040 -0.524
40 H 7.176 2.680 0.870
41 H 1.492 -0.129 -1.559
42 H 0.140 0.487 -0.631
43 H 3.285 2.038 -2.685
44 H 2.555 3.623 -4.499
45 H 0.431 4.912 -4.159
46 H -0.842 4.585 -2.069
47 H 2.471 3.686 1.926
48 H 2.596 3.945 0.216
49 C -5.186 -2.950 -3.602
50 C -5.382 -2.192 -2.310
51 O -4.154 -1.571 -1.865
52 C -3.824 -0.433 -2.460
53 O -4.425 0.148 -3.321
54 O -2.678 -0.018 -1.895
55 C -2.134 1.190 -2.416
56 H -4.381 -3.678 -3.499
57 H -6.103 -3.483 -3.857
58 H -4.944 -2.272 -4.419
59 H -5.654 -2.863 -1.497
60 H -6.151 -1.426 -2.401
61 H -2.872 1.991 -2.435
62 H -1.734 1.041 -3.419
63 H -1.333 1.453 -1.733
64 C -2.180 -2.295 1.432
65 C -3.693 -2.333 1.359
66 O -4.238 -3.432 2.105
67 C -4.293 -3.245 3.425
68 O -3.943 -2.251 4.011
69 O -4.808 -4.336 3.979
70 C -4.916 -4.291 5.408
71 H -1.761 -3.248 1.108
72 H -1.811 -1.507 0.771
73 H -1.844 -2.095 2.450
74 H -4.011 -2.498 0.335
75 H -4.131 -1.401 1.716
76 H -5.455 -3.401 5.723
77 H -3.926 -4.300 5.861
78 H -5.464 -5.185 5.686

Calculated values
Net charge: +1
HOMO: -12.24 eV
Max |F|: 0.01344 hartree/bohr
Orbital gap: 9.5 eV
Energy above the lowest of the compared OMol25 structures with the same formula, charge and spin: 0.0 kJ/mol

[6]
This record from OMol25 describes a structure of composition C24H44Ag2FN2O14Pb2S2 at a distorted geometry. The level of theory is the ωB97M-V functional and the def2-TZVPD basis.

Atoms and positions in Å:
1 Pb -2.771 -3.373 -1.022
2 Pb -0.765 -4.834 2.257
3 Ag -1.691 -1.463 3.826
4 Ag 1.226 -2.981 -0.801
5 C -5.660 -0.310 0.145
6 C -5.058 1.091 0.376
7 C -5.623 1.691 1.695
8 O -6.938 2.178 1.553
9 C -7.983 1.294 1.974
10 N -3.562 0.891 0.660
11 H -3.065 1.774 0.795
12 H -3.344 0.328 1.499
13 H -2.977 0.350 0.006
14 H -6.725 -0.313 -0.090
15 H -5.527 -0.922 1.034
16 H -5.285 -0.831 -0.743
17 H -5.094 1.658 -0.550
18 H -5.089 2.604 1.967
19 H -5.502 0.949 2.488
20 H -8.552 1.598 2.851
21 H -7.589 0.280 2.052
22 H -8.690 1.251 1.142
23 C 2.343 -5.349 1.427
24 O 1.259 -4.786 0.755
25 H 3.320 -5.010 1.060
26 H 2.385 -5.076 2.492
27 H 2.280 -6.434 1.290
28 C 2.287 -1.567 -3.606
29 C 3.491 -1.146 -2.803
30 C 3.393 0.436 -2.719
31 C 4.060 1.118 -1.494
32 C 3.567 0.451 -0.237
33 C 3.970 -1.035 -0.231
34 N 3.389 -1.712 -1.446
35 O 3.445 -3.083 -1.390
36 C 3.468 -1.682 1.057
37 C 5.538 -1.032 -0.221
38 C 4.739 -1.555 -3.616
39 H 1.329 -1.270 -3.160
40 H 2.261 -2.644 -3.775
41 H 2.198 -1.060 -4.569
42 H 2.365 0.796 -2.783
43 H 3.968 0.930 -3.502
44 H 3.631 2.125 -1.501
45 H 5.134 1.207 -1.646
46 H 2.481 0.530 -0.367
47 H 3.863 0.924 0.700
48 H 4.122 -1.350 1.865
49 H 3.435 -2.769 1.020
50 H 2.464 -1.355 1.330
51 H 5.805 -2.018 0.161
52 H 5.973 -0.261 0.413
53 H 5.976 -0.925 -1.210
54 H 5.710 -1.578 -3.129
55 H 4.870 -0.789 -4.383
56 H 4.473 -2.460 -4.159
57 S -3.836 -2.685 2.402
58 O -2.643 -3.408 2.956
59 O -3.631 -1.315 2.886
60 O -3.799 -2.797 0.895
61 O -5.031 -3.262 2.981
62 S -0.759 -1.431 0.614
63 O -1.807 -1.076 -0.342
64 O -1.013 -0.802 1.908
65 O -0.649 -2.929 0.821
66 O 0.549 -1.120 -0.012
67 C -0.736 1.259 -3.653
68 C -0.502 2.002 -2.351
69 C -0.091 3.509 -2.418
70 O -1.024 4.117 -1.535
71 C -1.878 3.243 -1.036
72 O -2.766 3.482 -0.252
73 O -1.796 2.082 -1.682
74 H -1.590 1.539 -4.265
75 H -0.913 0.200 -3.442
76 H 0.223 1.227 -4.173
77 H -0.039 1.347 -1.605
78 H -0.149 3.825 -3.458
79 H 0.949 3.582 -2.101
80 F 1.120 0.403 3.302
81 C 1.193 1.665 2.997
82 C 1.811 2.600 3.923
83 C 1.818 3.936 3.646
84 C 1.390 4.321 2.379
85 C 0.890 3.440 1.391
86 C 0.754 2.105 1.766
87 H 2.254 2.225 4.838
88 H 2.190 4.669 4.346
89 H 1.712 5.315 2.085
90 H 0.762 3.836 0.396
91 H 0.311 1.417 1.057

Calculated values
Net charge: +3
HOMO (alpha / beta): -15.49 / -15.77 eV
Max |F|: 0.09167 hartree/bohr
Orbital gap (alpha / beta): 5.1 / 3.5 eV
Energy above the lowest of the compared OMol25 structures with the same formula, charge and spin: 71.0 kJ/mol
Multiplicity: 3